Record 1
Molecular formula: C78H201N11O28
Method: DFT, ωB97M-V with the def2-TZVPD basis set

The gap between HOMO and LUMO comes out at 8.883 eV. The spin multiplicity is 1. For the energy above the lowest of the compared OMol25 structures with the same formula, charge and spin, the calculation gives 53.64 kcal per mole.

Last column: Mulliken charge in e.
CARTESIAN COORDINATES (ANGSTROEM)
C  -0.5382  -3.0697  8.5868  -1.443
C  -0.7783  -1.8969  7.6010  -0.152
O  -0.5780  -2.1443  6.2596  0.454
H  -1.3278  -3.8453  8.5495  0.249
H  -0.4924  -2.6931  9.6282  0.449
H  0.4745  -3.4465  8.4661  0.203
H  -0.1107  -1.0890  7.8324  0.618
H  -1.7402  -1.3444  7.7620  -0.108
H  -1.4741  -2.4541  5.9306  -0.380
C  -6.4315  -0.5010  1.6002  0.261
C  -6.2159  -1.7301  2.4557  0.847
O  -6.8066  -1.5579  3.7317  -0.702
H  -5.9610  0.3834  2.0199  -0.870
H  -7.5146  -0.2661  1.5661  0.498
H  -6.0863  -0.6185  0.5905  0.015
H  -5.0988  -1.9148  2.5933  -0.586
H  -6.6679  -2.6584  1.9912  0.066
H  -6.6450  -0.6200  3.9964  0.175
C  2.1787  -7.1056  6.0049  -1.361
C  1.0910  -6.5535  5.0563  -0.157
O  0.4328  -5.4103  5.5932  -0.279
H  1.8647  -7.2041  7.0640  0.273
H  3.0144  -6.4540  6.0837  0.288
H  2.5731  -8.0343  5.7347  0.453
H  0.3195  -7.2795  4.9685  0.400
H  1.5179  -6.2382  4.0960  0.221
H  1.0847  -4.7001  5.5691  0.398
C  -0.2367  -3.7434  0.2421  2.194
C  0.1148  -4.9062  -0.6212  -0.211
O  0.1533  -6.1369  0.0632  -0.608
H  0.3754  -3.7873  1.1585  -0.149
H  -1.2154  -3.8331  0.6060  -1.304
H  -0.1752  -2.8038  -0.3574  -0.282
H  1.0983  -4.7137  -1.0628  -0.748
H  -0.5246  -5.0002  -1.5152  0.651
H  -0.7829  -6.4254  0.1684  0.438
C  3.4943  -2.8913  3.8961  -0.850
C  3.0109  -2.3290  5.2386  0.193
O  1.9582  -3.1490  5.8502  -0.699
H  4.2421  -2.2755  3.4364  0.268
H  2.7413  -2.9867  3.1441  -0.037
H  3.8746  -3.9014  4.0505  0.497
H  2.6767  -1.2869  5.2118  -0.130
H  3.8763  -2.4107  5.9118  0.462
H  1.0658  -2.6931  5.7911  0.139
C  -7.1840  -2.2103  -1.7337  -0.645
C  -6.6465  -1.1289  -2.6747  -0.251
O  -5.8225  -0.2566  -1.8929  -0.160
H  -7.9287  -2.8674  -2.2509  0.407
H  -7.6016  -1.7336  -0.8322  0.178
H  -6.3578  -2.9090  -1.5149  -0.068
H  -7.4633  -0.5452  -3.0532  0.361
H  -6.0178  -1.6531  -3.4220  0.227
H  -5.4473  0.3921  -2.4810  0.064
C  -4.3575  -2.1557  7.2429  -0.986
O  -3.3621  -2.6093  6.3879  0.288
C  -3.6871  -3.8270  5.7747  -1.041
C  -2.8058  -3.9291  4.5714  0.415
N  -3.3270  -5.0322  3.7008  -0.408
C  -2.5327  -5.0559  2.5210  1.210
C  -3.1288  -5.9255  1.4000  -0.544
O  -4.5156  -5.7273  1.2230  -0.496
C  -4.7371  -4.7660  0.2344  -0.691
H  -4.2756  -1.0605  7.4053  0.265
H  -4.4061  -2.6721  8.2336  0.192
H  -5.3810  -2.2881  6.7402  0.333
H  -4.7640  -3.7217  5.4401  0.361
H  -3.6627  -4.6777  6.4540  0.338
H  -1.7731  -4.2385  4.8048  0.172
H  -2.8834  -2.9878  4.0316  -0.223
H  -4.3022  -4.8496  3.4811  0.465
H  -1.5144  -5.4249  2.7817  0.209
H  -2.4029  -4.0337  2.1009  -1.140
H  -2.9742  -7.0186  1.5596  0.271
H  -2.6618  -5.6873  0.4565  0.075
H  -5.7781  -4.4344  0.3608  0.323
H  -4.5617  -5.0935  -0.7512  0.455
H  -4.1612  -3.8528  0.4902  0.193
C  -3.5989  1.5197  -4.5994  -0.163
O  -4.0045  1.8653  -3.2916  -0.189
C  -3.2822  2.8182  -2.5431  -0.420
C  -3.9018  2.7766  -1.2276  0.004
N  -3.5282  3.9053  -0.3712  0.087
C  -4.1530  3.9782  0.9592  0.172
C  -5.5011  4.5902  0.9351  -1.071
O  -6.3870  3.7664  0.2050  0.012
C  -7.5232  4.5083  -0.0832  -1.024
H  -3.1844  0.5305  -4.4687  -0.028
H  -2.9807  2.2874  -5.0168  0.009
H  -4.4793  1.4114  -5.2320  0.391
H  -3.3755  3.8209  -3.0386  0.236
H  -2.2039  2.6634  -2.5917  0.124
H  -3.6146  1.8829  -0.5935  -0.434
H  -4.9438  2.7248  -1.4623  0.324
H  -3.6740  4.7991  -0.8087  0.411
H  -3.5861  4.7115  1.6005  0.042
H  -4.0505  2.9860  1.3587  -0.309
H  -5.4901  5.5635  0.4585  0.563
H  -5.8524  4.7654  1.9738  0.369
H  -8.2349  3.8394  -0.6203  0.224
H  -7.2245  5.2147  -0.8589  0.392
H  -7.9597  5.0252  0.7994  0.294
C  1.9067  9.0470  -8.6233  -0.816
O  1.1644  8.0730  -7.9792  -0.420
C  1.6853  6.7700  -8.1363  -0.079
C  2.7013  6.2390  -7.0836  -0.597
N  2.8682  4.7713  -7.0421  0.170
C  3.7006  4.0948  -8.0155  -1.043
C  5.2204  4.3544  -7.9427  -0.636
O  5.7639  4.0248  -6.7028  -0.409
C  5.7227  2.5985  -6.5112  -0.553
H  2.8802  9.0187  -8.2360  0.350
H  1.5606  10.0109  -8.2817  0.321
H  1.8609  9.0664  -9.6574  0.327
H  2.1746  6.7219  -9.1033  0.367
H  0.8390  6.1134  -8.0731  -0.041
H  2.2464  6.5431  -6.0968  0.301
H  3.7018  6.7480  -7.2042  0.225
H  3.1283  4.5222  -6.1183  0.194
H  3.4094  4.2527  -9.0594  0.470
H  3.4401  3.0561  -7.7921  0.397
H  5.5186  5.3537  -8.3241  0.365
H  5.5763  3.5922  -8.6539  0.413
H  6.1490  2.0747  -7.3330  0.358
H  4.6517  2.2185  -6.3988  0.136
H  6.2533  2.3891  -5.5641  0.249
C  -2.4256  1.3955  6.6512  -0.259
O  -3.6332  1.7486  6.0964  -0.520
C  -3.8674  1.0686  4.8485  0.440
C  -4.9855  1.8415  4.1133  1.132
N  -6.3000  1.4672  4.6162  -0.061
C  -7.3679  2.2377  4.0671  0.142
C  -8.6664  1.4269  4.3172  -0.825
O  -8.9836  1.2621  5.6944  -0.343
C  -9.7232  2.2858  6.1908  -0.722
H  -2.3308  0.3428  6.8918  0.017
H  -2.4264  1.8663  7.6639  0.326
H  -1.5832  1.8173  6.1141  0.089
H  -4.0021  -0.0530  4.9738  0.001
H  -2.9624  1.2263  4.2509  -0.502
H  -4.9305  1.5458  2.9639  -1.055
H  -4.8028  3.0027  4.3541  0.254
H  -6.3513  1.4038  5.6703  0.263
H  -7.2409  2.2583  2.9422  -0.166
H  -7.4376  3.3228  4.2784  0.429
H  -8.4699  0.4616  3.9156  0.315
H  -9.5073  1.8158  3.7449  0.453
H  -9.7954  2.1837  7.2960  0.220
H  -10.7285  2.1843  5.8649  0.313
H  -9.3076  3.2293  5.8633  0.309
C  2.9736  -3.1391  -4.5404  -0.156
O  4.0352  -3.8379  -3.9149  -0.541
C  3.9211  -3.8179  -2.5050  0.418
C  3.9412  -5.2165  -2.0304  -1.348
N  2.8097  -5.9994  -2.5159  0.063
C  2.6433  -7.2340  -1.7004  -1.156
C  1.4441  -8.0485  -2.2190  -0.381
O  1.8827  -8.6529  -3.5042  -0.353
C  0.9960  -9.7551  -3.8338  -0.911
H  2.9440  -2.1570  -4.1568  0.010
H  1.9730  -3.5397  -4.2773  0.004
H  3.1344  -3.1823  -5.6114  0.395
H  3.0322  -3.3599  -2.1091  -0.193
H  4.8216  -3.3429  -2.1202  0.398
H  3.7489  -5.1156  -0.9146  0.341
H  4.8850  -5.6323  -2.3489  0.514
H  2.9703  -6.1517  -3.4736  0.217
H  2.4889  -6.9775  -0.6731  0.580
H  3.4588  -7.9090  -1.7855  0.486
H  0.5931  -7.4032  -2.4704  0.023
H  1.1432  -8.7940  -1.5185  0.591
H  -0.0257  -9.4508  -3.8457  0.351
H  1.1054  -10.6441  -3.1996  0.338
H  1.2515  -10.0402  -4.8418  0.294
C  5.2121  2.3972  0.4114  0.239
O  5.4116  3.6098  1.1050  -0.468
C  4.2781  4.0163  1.8040  0.617
C  4.5169  5.0966  2.8194  -1.369
N  5.2957  4.5657  3.8798  0.177
C  5.9015  5.4771  4.8627  -0.916
C  7.0863  6.2236  4.3273  -0.565
O  7.9432  5.2895  3.6955  -0.216
C  9.0816  5.8981  3.1400  -0.824
H  4.3464  2.4432  -0.3575  -0.180
H  5.0313  1.5419  1.1109  -0.149
H  6.1161  2.2656  -0.1367  0.339
H  3.9269  3.1628  2.3108  -0.362
H  3.4536  4.2468  1.1166  0.318
H  3.5951  5.5215  3.1599  0.500
H  4.9805  5.9871  2.3495  0.391
H  6.0679  4.0762  3.4389  0.219
H  6.1080  4.8734  5.7981  0.268
H  5.1322  6.1749  5.2170  0.407
H  7.5855  6.7648  5.2066  0.407
H  6.7460  7.0352  3.6653  0.402
H  8.6806  6.6197  2.4145  0.331
H  9.7039  5.2099  2.5921  0.236
H  9.6902  6.3458  3.9531  0.289
C  1.0726  3.8124  -3.9061  -1.022
O  1.2409  3.1244  -2.6796  -0.091
C  0.5435  3.8114  -1.7002  -1.134
C  0.6383  3.2119  -0.3390  1.858
N  0.2417  4.1995  0.6791  -0.509
C  -0.5431  3.7051  1.8345  1.406
C  0.3945  3.4950  3.0538  -1.453
O  1.1999  2.2951  2.8300  0.704
C  1.8717  1.6541  3.9102  -0.765
H  1.2914  3.0588  -4.6398  0.215
H  1.7875  4.5930  -4.0308  0.408
H  0.0747  4.1805  -4.0756  0.373
H  -0.5156  3.8633  -1.8891  0.234
H  0.9519  4.8258  -1.6620  0.249
H  1.6637  2.8480  -0.0568  -0.802
H  -0.0202  2.3460  -0.3422  -0.402
H  -0.4183  4.7844  0.1663  0.373
H  -0.9592  2.6978  1.6574  -1.037
H  -1.3320  4.5116  2.0525  0.113
H  -0.0876  3.3018  4.0018  0.507
H  1.0272  4.4163  3.0477  0.089
H  2.6437  2.3501  4.3488  0.375
H  2.4053  0.7383  3.6037  -0.338
H  1.1849  1.4149  4.7190  0.497
C  8.4107  -0.1640  1.6655  -0.931
O  7.2926  0.6386  1.9747  -0.081
C  7.1395  0.7991  3.3702  -1.032
C  5.6009  1.0957  3.6558  0.262
N  5.2231  1.3957  5.0125  0.523
C  5.8414  0.5331  5.9647  -0.743
C  5.1469  0.5763  7.2571  -0.600
O  5.6618  -0.4365  8.0690  -0.308
C  5.2095  -0.4226  9.3575  -0.692
H  8.3876  -0.4416  0.5961  0.280
H  8.2967  -1.1024  2.1895  0.357
H  9.4345  0.1379  1.9562  0.299
H  7.8567  1.5619  3.7342  0.346
H  7.5078  -0.1075  3.8940  0.596
H  5.0310  0.2826  3.1448  -0.328
H  5.3194  1.9836  3.0612  -0.455
H  5.3183  2.4130  5.1392  0.257
H  6.9401  0.7062  6.0450  0.217
H  5.7811  -0.4812  5.6684  0.408
H  4.0607  0.5064  7.1232  0.277
H  5.3707  1.5427  7.6308  0.545
H  5.1906  0.6111  9.8263  0.290
H  5.8725  -1.0245  10.0394  0.240
H  4.1943  -0.8395  9.4096  0.237
C  0.3408  -7.4350  -6.7265  -0.663
O  -0.5475  -6.4992  -6.3107  -0.323
C  -0.2506  -5.1611  -6.5547  -0.477
C  -1.2861  -4.2226  -5.9276  -0.159
N  -1.2581  -4.4080  -4.5182  0.235
C  -2.0588  -3.5540  -3.6649  -2.072
C  -1.2746  -2.3823  -3.0000  1.280
O  -1.0602  -1.4225  -4.0555  -0.255
C  -0.1638  -0.3943  -3.6081  1.204
H  1.3168  -7.3520  -6.2239  0.263
H  0.4655  -7.4658  -7.8804  0.272
H  -0.0484  -8.4196  -6.4862  0.221
H  -0.2525  -4.9470  -7.6167  0.416
H  0.6574  -4.8762  -6.0874  0.098
H  -2.2808  -4.4109  -6.3597  0.421
H  -0.9328  -3.1568  -6.1985  -0.211
H  -1.3325  -5.4026  -4.3028  0.277
H  -2.5453  -4.1952  -2.9096  0.504
H  -2.8405  -3.1406  -4.2722  0.713
H  -0.3304  -2.7907  -2.6221  -0.485
H  -1.9106  -1.9191  -2.2215  -0.119
H  -0.4085  -0.1272  -2.5745  0.166
H  -0.2594  0.4417  -4.3851  -1.003
H  0.8533  -0.6666  -3.6715  -0.277
C  -1.9614  6.4040  -9.7739  -0.878
O  -1.9187  5.4520  -8.7520  -0.270
C  -2.4379  4.2042  -9.0840  -0.766
C  -2.6953  3.3202  -7.8309  -0.694
N  -1.6594  3.4104  -6.7633  -0.053
C  -0.4278  2.8175  -7.1247  0.265
C  -0.4932  1.2805  -7.0229  -0.322
O  0.7885  0.7351  -7.4221  -0.273
C  0.7274  -0.6529  -7.7205  -0.489
H  -1.1075  6.2144  -10.4448  0.281
H  -1.9398  7.3978  -9.4204  0.259
H  -2.8561  6.3077  -10.3294  0.424
H  -1.8011  3.7734  -9.8367  0.417
H  -3.4520  4.3260  -9.6290  0.439
H  -2.8398  2.2816  -8.2077  0.278
H  -3.6131  3.7324  -7.2634  0.370
H  -1.4530  4.3985  -6.5480  0.325
H  0.3989  3.2084  -6.5381  -0.554
H  -0.0963  3.0445  -8.1563  0.134
H  -1.2518  0.9833  -7.6862  0.680
H  -0.8614  0.8831  -6.0193  -0.217
H  1.7080  -1.0742  -7.9614  0.326
H  0.0443  -0.8491  -8.5871  0.297
H  0.4245  -1.2385  -6.8623  -0.068
C  -2.4635  -0.5252  1.0913  0.395
O  -2.1564  -1.1969  2.2838  1.255
C  -1.1010  -0.5882  3.0609  0.146
C  0.2725  -1.1989  2.7236  1.712
N  0.8860  -0.6143  1.5215  1.805
C  2.1724  -1.1240  0.9865  -0.523
C  2.3753  -0.6809  -0.4166  1.603
O  3.6853  -1.0167  -0.9225  -0.468
C  3.9381  -0.4569  -2.2115  -0.300
H  -2.2100  0.5584  1.1497  -0.990
H  -3.4941  -0.6781  0.8184  -0.082
H  -1.8396  -0.9032  0.2871  -0.164
H  -1.2520  -0.7380  4.1211  -0.203
H  -1.0796  0.5248  2.8322  -1.053
H  0.1092  -2.2502  2.5303  0.162
H  0.9965  -1.0201  3.5749  -1.325
H  0.9237  0.3606  1.8010  -1.061
H  2.1131  -2.1819  1.1073  0.380
H  3.0508  -0.9465  1.6372  -0.593
H  2.3056  0.4138  -0.5536  -0.074
H  1.5971  -1.1538  -1.0665  -0.834
H  4.2699  0.6372  -2.0869  0.072
H  2.9486  -0.4011  -2.6861  -0.249
H  4.6596  -0.9659  -2.8288  0.454

=====

Record 2
Molecular formula: C7Cl5FeO4S3Se
Method: DFT, ωB97M-V with the def2-TZVPD basis set

The gap between HOMO and LUMO (spin up / spin down) comes out at 5.595 / 6.238 eV. The expectation value of S² is 8.766. The spin multiplicity is 6. For the energy above the lowest of the compared OMol25 structures with the same formula, charge and spin, the calculation gives 3.89 kcal per mole. As for the charge: -2.

Last column: Mulliken charge in e.
CARTESIAN COORDINATES (ANGSTROEM)
Fe  -0.6996  -0.2458  -1.3267  -0.065
S  -1.8363  -4.6142  -2.6168  -0.405
C  -1.5530  -3.0653  -2.0807  0.079
S  -1.9472  -1.6157  -2.9176  -0.303
S  -0.8442  -2.6364  -0.5710  -0.287
Cl  -1.7257  1.5917  0.4699  -0.197
C  -0.4153  0.8526  1.3644  1.777
C  0.2762  -0.1190  0.6603  -1.818
C  1.3336  -0.6860  1.3495  1.537
Cl  2.3569  -1.8535  0.5409  -0.186
C  1.6645  -0.3236  2.6568  -0.231
Cl  3.0095  -1.0550  3.4756  -0.226
C  0.9206  0.6507  3.3186  0.710
Cl  1.3140  1.1153  4.9436  -0.226
C  -0.1407  1.2617  2.6591  -0.594
Cl  -1.0793  2.4962  3.4380  -0.220
O  0.3454  3.1944  -2.6157  -0.693
Se  -0.1118  1.7326  -3.1553  1.398
O  0.7694  0.5092  -2.3459  -0.698
O  -1.5898  1.2685  -2.4857  -0.660
O  -0.0472  1.5417  -4.7613  -0.692

=====

Record 3
Molecular formula: C7Cl5MgNOSSe4
Method: DFT, ωB97M-V with the def2-TZVPD basis set

The gap between HOMO and LUMO comes out at 5.215 eV. The spin multiplicity is 1. For the energy above the lowest of the compared OMol25 structures with the same formula, charge and spin, the calculation gives 0.00 kcal per mole. As for the charge: -2.

Last column: Mulliken charge in e.
CARTESIAN COORDINATES (ANGSTROEM)
Mg  -1.4528  -1.5252  -0.0739  0.935
Cl  3.9716  3.6625  -0.4496  -0.234
C  2.6159  2.6191  -0.4805  0.032
C  2.7962  1.2218  -0.3586  0.401
Cl  4.3704  0.6353  -0.0545  -0.222
C  1.6988  0.3302  -0.3371  0.113
Cl  1.8536  -1.3624  -0.1400  -0.141
C  0.3925  0.8388  -0.5235  0.321
O  -0.6324  0.0750  -0.7297  -0.879
C  0.1923  2.2742  -0.5461  0.015
Cl  -1.3712  2.8495  -0.4951  -0.162
C  1.3142  3.1275  -0.5955  0.264
Cl  1.0654  4.8328  -0.6995  -0.219
Se  -4.1322  -1.7810  -0.2672  -0.579
Se  -4.3711  -0.2182  1.4763  -0.247
Se  -3.1817  -1.5766  3.0349  -0.140
Se  -0.9279  -1.5463  2.5029  -0.548
S  -0.5342  -3.6753  -0.9075  -0.442
C  -1.5035  -4.9630  -0.3927  0.362
N  -2.1640  -5.8185  0.0367  -0.632